C12H12MoN4O3Se as an isolated structure. Source: the OMol25 dataset; level of theory: ωB97M-V/def2-TZVPD.

Each line ends with the natural charge from an NBO analysis.
Atoms and positions in Å:
Mo -1.858 0.674 -0.264  0.8626
Se -2.201 2.735 1.175  -0.0115
C -3.872 2.540 1.950  0.0382
N -4.922 2.450 2.417  -0.3729
O 0.160 1.868 -0.833  -0.5950
C 0.635 1.162 0.061  0.6395
N 0.057 -0.043 0.338  -0.6843
C 0.636 -0.540 1.525  0.6691
O 0.332 -1.575 2.059  -0.5410
C 1.700 0.433 1.945  -0.0639
C 2.565 0.406 3.019  -0.1900
C 3.423 1.493 3.161  -0.1877
C 3.406 2.558 2.261  -0.1936
C 2.530 2.575 1.179  -0.1553
C 1.690 1.488 1.050  -0.1488
H 2.563 -0.416 3.721  0.2357
H 4.115 1.518 3.993  0.2207
H 4.085 3.387 2.411  0.2211
H 2.502 3.399 0.480  0.2344
C -0.131 -3.023 -4.079  -0.4256
N -0.598 -1.727 -3.639  -0.5963
C -0.984 -1.437 -2.382  0.8096
N -0.863 -2.395 -1.439  -0.8092
O -1.473 -0.313 -2.141  -0.6696
H 0.150 -2.954 -5.126  0.2288
H -0.900 -3.793 -3.978  0.2037
H 0.760 -3.330 -3.527  0.1986
H -0.803 -1.005 -4.308  0.4204
H -0.315 -3.218 -1.616  0.4011
H -0.928 -2.097 -0.476  0.4343
C -3.465 -0.129 0.240  -0.5758
H -4.420 0.212 -0.178  0.1954
H -3.578 -0.903 1.002  0.2074

Computed properties:
* electronic energy: -3378.83070 a.u.
* frontier orbital gap (alpha / beta): 6.90 / 6.91 eV

***

A 2-piece molecular cluster, C5H12N4 overall. Source: the OMol25 dataset; level of theory: ωB97M-V/def2-TZVPD.

Each line ends with the natural charge from an NBO analysis.
Atoms and positions in Å:
C -1.999 -1.490 -0.377  -0.6997
C -0.962 -1.429 0.689  0.1787
N 0.125 -2.070 0.758  -0.6633
H 0.278 -2.711 -0.025  0.3314
H -1.163 -0.742 1.508  0.1668
H -1.720 -2.186 -1.168  0.2109
H -2.957 -1.788 0.063  0.2278
H -2.128 -0.497 -0.791  0.2535
C 1.053 1.175 0.706  0.4097
C 0.463 1.017 -0.645  0.1261
N 1.945 0.222 1.109  -0.8185
N -0.749 1.671 -0.797  -0.8246
C 1.057 0.306 -1.607  -0.4946
N 0.736 2.231 1.342  -0.7405
H 1.775 -0.721 0.786  0.4204
H 2.251 0.277 2.069  0.3825
H -0.955 1.968 -1.740  0.3768
H -0.847 2.402 -0.103  0.4130
H 1.176 2.328 2.253  0.3385
H 0.637 0.246 -2.596  0.1953
H 1.984 -0.208 -1.437  0.2097

Computed properties:
* structure (SMILES): [H]/N=C(\N)C(=C)N.[H]/N=C\C
* relative energy (zero: lowest compared OMol25 entry of this formula, charge and spin): 0.774 eV
* electronic energy: -416.71702 a.u.
* frontier orbital gap: 9.40 eV

***

C28H25ClOSiV as an isolated structure. Source: the OMol25 dataset; level of theory: ωB97M-V/def2-TZVPD.

Each line ends with the Mulliken spin population.
Atoms and positions in Å:
C 0.709 -1.161 0.081  -0.0434
C 0.772 -1.229 -1.352  -0.0239
C -0.527 -1.627 -1.802  0.0011
H 1.614 -1.038 -1.992  0.0137
C -1.389 -1.790 -0.688  0.0091
C -0.630 -1.513 0.469  -0.0314
H -0.970 -1.665 1.474  0.0116
H 1.575 -0.990 0.694  0.0010
H -0.834 -1.777 -2.822  -0.0022
H -2.418 -2.162 -0.775  -0.0025
V -0.502 0.407 -1.006  2.0576
Cl 1.193 1.703 -0.043  -0.0106
C -0.069 2.127 -2.585  -0.0258
C -1.321 1.503 -2.986  0.0533
C -0.984 0.342 -3.712  -0.0268
H -2.274 1.982 -3.011  0.0022
C 0.419 0.224 -3.741  0.0483
C 0.976 1.318 -3.066  -0.0694
H 2.010 1.570 -3.078  -0.0002
H 0.027 3.144 -2.278  -0.0011
H -1.646 -0.261 -4.264  -0.0027
H 0.968 -0.522 -4.271  0.0005
O -1.614 0.742 1.209  0.0573
Si -1.888 0.681 2.770  -0.0263
C -2.612 -0.966 3.432  -0.0010
C -1.778 -1.971 3.953  0.0001
C -2.330 -3.089 4.585  0.0002
C -3.730 -3.220 4.661  0.0000
C -4.559 -2.218 4.130  0.0001
C -3.999 -1.099 3.506  0.0009
C -0.539 1.249 3.952  -0.0003
C -0.260 0.651 5.202  0.0003
C 0.650 1.223 6.098  0.0000
C 1.226 2.449 5.758  0.0000
C 0.913 3.067 4.557  0.0002
C 0.086 2.452 3.614  0.0036
C -3.294 1.900 3.146  0.0029
C -3.701 2.041 4.468  -0.0002
C -4.652 3.015 4.799  0.0000
C -5.142 3.858 3.796  0.0000
C -4.696 3.710 2.480  -0.0005
C -3.751 2.738 2.141  0.0007
H -0.687 -1.868 3.878  -0.0003
H -1.676 -3.843 5.043  0.0000
H -4.180 -4.111 5.119  0.0000
H -5.645 -2.276 4.247  0.0000
H -4.660 -0.313 3.118  0.0000
H -0.714 -0.298 5.481  0.0000
H 1.000 0.693 6.993  0.0000
H 1.966 2.891 6.404  0.0000
H 1.321 4.046 4.312  0.0001
H -0.079 2.968 2.664  0.0029
H -3.287 1.372 5.216  0.0000
H -5.025 3.074 5.819  -0.0001
H -5.906 4.599 4.042  0.0000
H -5.090 4.353 1.702  0.0000
H -3.381 2.639 1.121  0.0008

Computed properties:
* charge: -1
* electronic energy: -2850.99523 a.u.
* frontier orbital gap (alpha / beta): 7.17 / 7.29 eV
* multiplicity: 3

***

One molecule with the formula C5H10N2. Source: the OMol25 dataset; level of theory: ωB97M-V/def2-TZVPD.

Each line ends with the natural charge from an NBO analysis.
Atoms and positions in Å:
C -2.543 0.854 0.124  -0.3992
C 0.821 -1.819 0.058  -0.6395
N -1.434 0.044 -0.307  -0.6111
C 0.930 -0.327 -0.036  -0.1973
C -0.097 0.500 -0.249  0.0645
C 2.310 0.289 -0.060  0.1364
N 2.695 1.486 0.082  -0.6273
H -1.585 -0.953 -0.262  0.3820
H 1.946 2.178 0.108  0.3162
H -0.017 1.576 -0.300  0.1905
H 3.119 -0.439 -0.099  0.1543
H -2.754 0.755 1.197  0.1787
H -2.329 1.902 -0.084  0.1996
H -3.443 0.567 -0.422  0.2001
H 1.794 -2.257 0.267  0.2251
H 0.135 -2.107 0.858  0.2135
H 0.451 -2.247 -0.875  0.2134

Computed properties:
* structure (SMILES): [H]/N=C\C(C)=C\NC
* relative energy (zero: lowest compared OMol25 entry of this formula, charge and spin): 1.140 eV
* electronic energy: -305.98197 a.u.
* frontier orbital gap: 8.85 eV

***

Q: Which largest force on an atom values were calculated for the entries above? A: 0.76, 0.70, 2.60, 2.75, in eV Å⁻¹.